[1]
Computed, not measured: C27H59BN10OOsP3S2 as an isolated structure, with ωB97M-V/def2-TZVPD.

Geometry as ORCA input:
```
! RIJCOSX wB97M-V def2-TZVPD def2/J DEFGRID3
* xyz 3 5
Os -0.4063 0.2472 -0.7344
S 1.4454 -1.0410 0.0288
S -2.0076 -0.9071 0.5406
P 0.5350 1.9236 3.2976
P 1.2338 1.7050 -1.7067
P -1.9632 2.0646 -1.3510
O 0.4039 1.4574 1.8962
N 2.0653 1.8121 3.9156
N -2.9680 -2.6329 -1.3447
N 0.6350 -2.9541 -2.4710
N -1.3927 -3.5139 -0.1115
N 0.3761 -2.8913 1.8479
N 0.0319 -2.5159 -4.6563
N -0.3976 -0.9522 -2.9266
N 2.1036 -1.7206 2.5308
N -0.4465 1.0449 4.3364
N 0.0462 3.5268 3.4568
C 0.4688 -3.8577 -5.0389
C -0.5971 -1.7054 -5.6897
C 0.3569 3.1396 -2.4735
C 0.6534 4.5120 4.3381
C 1.7577 -2.5576 3.5576
C 0.0857 -2.1155 -3.3682
C -2.0928 -2.4060 -0.3380
C 3.2836 -0.8774 2.4916
C 3.1087 2.6031 3.2600
C 0.6856 -3.2718 3.1322
C -1.3425 3.8058 3.1090
C -3.0991 2.1921 -2.7834
C -1.8355 -4.4703 -0.9935
C -0.8430 3.5134 -1.5969
C -0.4746 -0.2453 -5.3200
C -0.8805 1.5250 5.6337
C 1.3316 -4.2010 -2.7640
C 1.2423 -1.9256 1.5050
C 2.3280 2.5544 -0.5304
C 1.6884 -4.2693 -4.2360
C -0.9117 -0.2742 3.9621
C -1.0171 -0.0696 -3.9124
C -3.9309 -1.6841 -1.8624
C -2.8102 -3.9300 -1.7609
C -3.1067 2.6044 -0.0387
C 2.4346 1.0843 -2.9235
C 2.3583 1.3929 5.2928
B -0.3836 -3.9771 0.9886
H 2.8637 1.8071 0.0538
H -3.4041 -4.3633 -2.5463
H 2.3000 -2.5926 4.4866
H 2.7667 2.9010 2.2703
H -1.4001 4.3507 -2.0210
H 0.7027 -3.8386 -6.1018
H -4.8706 -1.7410 -1.3128
H 1.0599 3.9720 -2.5428
H -1.9991 -0.3398 4.0447
H -1.3997 4.7044 2.4902
H 3.6473 -0.7252 3.5046
H -0.6062 -0.4911 2.9414
H 0.7138 -2.5943 -1.5372
H 2.5207 -3.5980 -4.4548
H -0.0601 4.8409 5.0979
H -0.5118 0.8647 6.4239
H 1.9923 0.3546 -3.5982
H -0.5193 2.5346 5.8156
H 0.9469 5.3919 3.7589
H 2.3498 0.3041 5.3842
H -3.9218 1.4854 -2.6752
H 0.6902 -5.0452 -2.4938
H -3.5116 3.2007 -2.7547
H -0.4988 3.8096 -0.6009
H -1.9511 3.9768 4.0022
H 1.5344 4.1130 4.8314
H -3.8288 3.3142 -0.4396
H 3.0442 3.1677 -1.0776
H -2.1022 -0.2409 -3.9150
H -1.7443 2.9521 2.5687
H 3.2464 0.6029 -2.3767
H -1.0045 -4.6441 1.7579
H -3.5247 -0.6808 -1.7650
H -1.4359 -5.4689 -0.9815
H 2.8322 1.9230 -3.4962
H 4.0165 2.0064 3.1541
H -3.6466 1.7463 0.3635
H -0.8480 0.9588 -3.5884
H 3.3702 3.5018 3.8233
H 1.7386 3.1811 0.1376
H 4.0656 -1.3539 1.9010
H -4.1272 -1.9041 -2.9093
H 2.2293 -4.2496 -2.1472
H -0.3466 -4.5740 -4.8887
H -1.9733 1.5259 5.6875
H -0.4719 -1.0225 4.6334
H 0.4830 -4.5858 0.4249
H -2.6169 2.0367 -3.7441
H 0.0377 2.8980 -3.4891
H 3.3520 1.7476 5.5568
H -1.0316 0.3738 -6.0225
H 3.0308 0.0789 2.0428
H -2.5522 3.0775 0.7648
H 0.1444 -4.0555 3.6313
H -1.6484 -1.9930 -5.8004
H 1.6621 1.7943 6.0292
H 0.5755 0.0527 -5.3531
H -0.0963 -1.9077 -6.6354
H 1.9839 -5.2824 -4.5021
*
```

orbital gap (spin up / spin down) = 8.433 / 3.320 eV
⟨S²⟩ = 6.03
ΔE to the lowest compared entry with this formula, charge and spin = 0.0 kcal/mol
highest occupied orbital energy (spin up / spin down) = -0.5643 / -0.5569 Ha

=====

[2]
Computed, not measured: a 7-piece molecular cluster, C27H59BrFN2O15PS overall, with ωB97M-V/def2-TZVPD.

Geometry as ORCA input:
```
! RIJCOSX wB97M-V def2-TZVPD def2/J DEFGRID3
* xyz 0 1
Br -1.1719 2.9122 3.1168
S 0.8727 -1.9602 2.6457
P 2.6180 0.5853 4.4271
F 2.6644 -1.7540 0.0594
O 1.2718 -2.8724 -4.1182
O 1.0247 1.9730 1.5687
O 4.4885 -1.1854 1.1715
O 4.0154 -3.3142 -4.7426
O -7.7546 -0.2123 1.8014
O 1.2871 -1.2638 -9.2567
O -4.8023 2.7210 1.2553
O -0.2371 2.3601 -1.1154
O 7.1910 0.6822 4.6689
O -8.6962 2.3915 2.2807
O 6.0951 3.1950 5.2086
O 0.4278 -7.5729 -8.8567
O 1.9675 -2.3498 -6.7577
O -3.9070 5.2614 2.0869
O 1.1430 -4.8902 -8.4544
N 0.7270 0.4312 -0.1218
N 3.4821 -0.6118 3.8605
C 6.1692 2.7028 3.8778
C 3.4156 -0.8933 0.7797
C 1.2112 4.7054 2.6429
C 2.3672 -0.7280 -8.4921
C 3.4528 -3.7480 -3.5064
C 1.5877 3.3706 3.3341
C -8.5836 1.8880 0.9564
C 2.2825 -2.8632 -3.1161
C -0.1603 -6.8064 -7.8016
C -7.4794 0.8530 0.8843
C 0.3616 1.4730 -0.6478
C 1.2865 0.5727 1.2469
C 0.5646 -0.1517 2.4186
C 2.1154 -0.9615 -7.0163
C -3.3523 -0.7177 2.0612
C -5.6267 3.8731 1.1155
C 7.3408 1.7550 3.7390
C 0.9203 0.7801 3.6039
C -0.9394 -0.1328 1.8917
C -5.2878 4.8963 2.1816
C 0.8051 -5.7282 -7.3552
C 2.8303 0.5017 1.0410
C -0.2073 -0.5259 5.4775
C 0.6773 2.1749 2.9218
C -2.0419 -0.5518 2.8732
C 0.0400 0.7058 4.8667
C -4.5872 -0.6548 3.0074
H 0.5147 -0.7110 -9.0989
H 8.2729 2.2631 3.9848
H 2.1302 5.2830 2.4716
H -3.7933 5.7777 1.2821
H 0.5067 -2.4420 1.4299
H 2.4350 0.3688 5.8154
H 0.7753 4.5241 1.6544
H -1.1546 -1.0613 5.3970
H 2.6165 -1.8242 -2.9894
H -3.4757 0.0791 1.3131
H -8.5341 1.6399 2.8654
H -7.3820 0.4458 -0.1266
H -3.9304 3.0442 1.5202
H -6.5274 1.2912 1.1862
H -1.0679 -6.3602 -8.2063
H 3.6538 -1.2633 4.6229
H 2.6131 3.1247 3.0307
H 3.4189 1.0300 1.7947
H -1.2115 0.8190 1.4244
H -5.9077 5.7923 2.0828
H -5.4316 4.4695 3.1735
H -9.5467 1.4377 0.6828
H 3.0247 1.0474 0.1047
H -8.5078 -0.7061 1.4601
H 1.4897 -2.7213 -7.5168
H -5.4008 -1.2681 2.6044
H 3.2678 -1.2513 -8.8111
H 6.3543 2.4576 5.7773
H 3.1166 -4.7735 -3.6588
H -4.2762 -1.0847 3.9704
H -8.3801 2.7255 0.2878
H 1.6019 3.4922 4.4287
H 0.6251 -0.9807 6.0368
H -4.9689 0.3657 3.1160
H 5.2340 2.1740 3.6640
H 7.4084 1.3512 2.7244
H 3.3764 1.7692 4.2966
H 1.8350 -3.2094 -2.1834
H 0.5487 5.3200 3.2568
H 1.6992 -2.8929 -4.9969
H 0.3674 -5.1079 -6.5719
H 1.1905 -0.4594 -6.7041
H 1.1425 -8.0935 -8.4754
H 1.2002 -5.4678 -9.2260
H 2.4751 0.3391 -8.7113
H 4.4534 -2.4726 -4.5823
H 6.4524 0.1362 4.3665
H -0.9500 -0.8781 1.0858
H -6.6687 3.5594 1.1942
H -3.3720 -1.6730 1.5152
H 2.9443 -0.5874 -6.4129
H -2.2346 0.2848 3.5618
H 1.7318 -6.1787 -6.9778
H 4.2298 -3.7339 -2.7346
H -0.4254 -7.4697 -6.9728
H -1.8748 -1.4989 3.3921
H -0.3636 1.5975 5.3512
H -5.4521 4.2925 0.1161
H 6.2628 3.5531 3.2006
*
```

orbital gap = 6.943 eV
structure (SMILES) = C=C[C@@]1([PH2]=N)[C@@](S)(CCCC)[C@@](CC(=O)F)(N=C=O)O[C@]1(Br)CC.OCCO.OCCO.OCCO.OCCO.OCCO.OCCO
highest occupied orbital energy = -0.2908 Ha